(1)
This record from OMol25 describes a structure of composition C60H47HgP3SiTe. The level of theory is wB97M-V/def2-TZVPD.

Results
spin multiplicity: 2
gap between HOMO and LUMO (spin up / spin down): 3.622 / 6.145 eV
energy relative to the best compared isomer or geometry (same formula, charge and spin): 10.18 kcal per mole
⟨S²⟩: 0.759
E: -4049.6532 Ha
highest occupied orbital energy (spin up / spin down): -1.15 / -3.69 eV
net charge: -1

Each line ends with the Mulliken charge.
Geometry (Å):
H (1.238130, 1.426954, 5.833984)  0.386
H (-0.722605, -6.380936, 4.081604)  0.367
H (-3.429175, -2.971115, -3.411351)  0.388
C (-2.212106, -0.642254, -2.803077)  0.399
C (-5.051088, -1.132689, 3.405760)  -0.451
H (-6.995905, -1.036017, 4.279822)  0.347
H (-0.595657, 6.454397, -4.214201)  0.367
H (0.089065, 2.451779, -2.858864)  0.309
C (-4.130603, -0.572863, 2.528075)  -0.074
H (-4.918223, 2.100722, -3.268935)  0.397
H (-2.791697, 4.587873, 3.291554)  0.387
C (1.968469, 2.565624, -0.179176)  -0.035
H (-0.492958, -5.990733, 1.653246)  0.414
C (-0.089114, 3.502317, -2.660047)  -0.410
H (-1.072387, 4.689232, 5.063152)  0.400
C (-1.986408, 0.452796, -3.641642)  -0.601
C (-4.164399, 1.335133, -3.136866)  -0.715
C (-0.674408, -5.672291, -3.430955)  -0.713
C (0.601684, -1.502442, -4.663816)  -0.029
H (-5.321701, 0.203739, -1.727396)  0.408
H (-2.752303, 2.275317, -4.443723)  0.377
H (-0.100328, -2.206154, -5.091930)  0.457
C (0.518595, -1.203624, -3.301966)  -0.806
H (-7.650356, 0.988523, 3.007480)  0.349
H (3.653555, -1.817441, -2.321610)  0.522
C (2.732441, 3.731480, -0.065209)  0.004
C (0.490539, 3.960617, 3.786687)  -0.553
H (5.814761, 2.394869, -0.444534)  0.434
Te (-2.212848, -1.468667, 2.386968)  -0.088
H (0.518830, -3.886377, 0.839806)  0.224
C (-1.433758, 3.876842, 1.803992)  -0.521
H (-0.723214, 7.220430, -1.874412)  0.414
H (0.379240, -0.337279, 4.337990)  0.381
C (-1.769968, 4.308061, 3.070649)  -0.835
H (-3.806516, 1.011104, 1.123984)  0.402
C (-1.337599, -3.370986, -3.126885)  0.012
C (0.953893, -3.149070, 2.803431)  0.222
H (4.115181, -0.379058, 2.246241)  0.131
H (-3.994772, -5.303378, -3.961988)  0.399
H (3.724170, -3.339201, 2.372886)  0.486
C (-0.359858, -4.373718, -3.098543)  -0.422
H (-2.180509, 3.806672, 1.022284)  0.578
C (2.383331, 0.291837, -3.546210)  -0.143
C (3.493581, -0.000055, 3.046165)  -0.472
H (4.946024, 1.423745, 3.703318)  0.406
H (3.173992, 0.513917, -5.529062)  0.401
C (4.736839, 2.448869, -0.368212)  -0.868
C (-1.984851, -6.009708, -3.752005)  -0.494
C (-0.243703, 4.404628, -3.690301)  -0.713
C (-0.547024, 6.174643, -2.089925)  -0.755
Hg (-0.780645, -0.310709, 0.274466)  1.191
C (-0.806207, 4.359538, 4.067438)  -0.617
C (-6.305768, -0.583142, 3.578473)  -0.574
C (-0.161666, 3.932268, -1.333254)  0.133
C (-0.114932, -5.263273, 2.356983)  -0.666
C (3.958353, 1.010742, 3.863413)  -0.603
H (-3.591138, -1.516198, -1.400240)  0.562
C (0.460030, -4.096200, 1.903049)  -0.518
C (-3.421368, -0.699153, -2.095035)  -0.539
H (1.833530, 3.166518, 2.324472)  0.153
C (4.698135, -3.428918, 0.461387)  -0.935
C (-4.509014, 0.555130, 1.815337)  -0.063
H (-0.182224, 4.071343, -4.718265)  0.487
H (-6.028714, 1.997200, 1.419780)  0.391
C (-0.391001, 5.275967, -1.053018)  -0.375
C (-2.656254, -3.727380, -3.418678)  -0.491
C (4.653873, -3.022149, -0.865776)  -0.893
H (5.489424, -4.084897, 0.800610)  0.374
H (0.138918, -4.718296, 5.680953)  0.391
P (1.404591, -1.572728, 2.005248)  1.420
C (-4.390693, 0.264726, -2.276684)  -0.753
C (-2.970385, -5.034868, -3.735588)  -0.640
H (-0.456048, 5.607074, -0.025475)  0.357
C (3.726217, -3.000927, 1.344122)  0.019
H (4.695627, 4.574492, -0.097953)  0.385
P (-0.883542, -1.804948, -2.316005)  0.853
C (2.442165, 0.018568, -4.903615)  -0.911
H (5.397436, -3.383306, -1.564863)  0.412
H (-4.773411, -2.014465, 3.967169)  0.310
Si (1.545282, -0.200645, -0.827348)  -0.893
H (4.464407, 0.353143, -0.681207)  0.451
H (2.238610, 4.680399, 0.107110)  0.474
C (1.571442, -0.916431, -5.451998)  -0.898
C (3.976629, 1.301702, -0.504098)  -0.113
C (3.157537, 1.517847, 4.878824)  -0.456
C (1.397324, 0.021053, 4.236879)  -0.651
H (1.643374, -1.173273, -6.500623)  0.367
C (1.874645, 1.016963, 5.060648)  -0.916
H (3.524595, 2.315561, 5.511379)  0.408
H (0.652580, -4.104287, -2.818693)  0.356
H (1.199349, -2.643181, 4.870504)  0.380
C (2.740963, -2.112124, 0.911591)  -0.683
C (3.672641, -2.138058, -1.288595)  -0.512
H (-2.236797, -7.029919, -4.005387)  0.359
C (-0.120652, 3.499485, 1.507642)  0.625
C (0.241918, -4.547261, 4.618501)  -0.666
C (4.104367, 3.672618, -0.172352)  -0.967
H (1.239604, 3.972268, 4.565889)  0.472
C (2.732607, -1.636380, -0.401948)  0.618
C (-0.471295, 5.746226, -3.406734)  -0.629
C (-0.237721, -5.484861, 3.721173)  -0.506
H (-1.040637, 0.545881, -4.155808)  0.275
P (0.158485, 2.655162, -0.081261)  1.133
H (3.082002, 0.998469, -3.114322)  0.360
C (2.214818, -0.528424, 3.240127)  0.550
C (-6.671614, 0.548744, 2.867539)  -0.430
C (2.591792, 1.341635, -0.453998)  0.744
C (-5.764871, 1.110888, 1.983092)  -0.706
H (0.089848, -6.439058, -3.423247)  0.416
C (0.835213, -3.379947, 4.168241)  -0.157
C (1.455673, -0.330989, -2.724088)  1.511
C (0.830263, 3.513584, 2.523505)  -0.717
C (-2.953949, 1.425133, -3.805625)  -0.527

Atoms 1-6, force components in eV/Å:
0.0 0.0 0.0
0.0 -0.1 0.0
0.0 0.0 0.0
0.0 0.4 0.1
0.1 -0.2 0.1
0.0 0.0 0.0

(2)
This record from OMol25 describes the molecule C3H4O3S in a non-equilibrium geometry. The level of theory is wB97M-V/def2-TZVPD.

Results
spin multiplicity: 1
gap between HOMO and LUMO (spin up / spin down): 8.385 / 8.384 eV
energy relative to the best compared isomer or geometry (same formula, charge and spin): 101.61 kcal per mole
E: -740.4977 Ha
highest occupied orbital energy (spin up / spin down): -9.74 / -9.74 eV
net charge: 0
SMILES string: O=CCC=S(=O)=O

Each line ends with the Mulliken charge.
Geometry (Å):
O (0.248527, 1.994843, -0.814383)  -0.494
C (1.277873, -0.611093, 0.960628)  0.130
H (-0.785485, -0.999854, 1.471351)  0.371
C (-0.241926, -0.305099, 0.791890)  -0.559
S (-0.397841, 0.903206, -1.522971)  0.903
O (-1.089165, 1.213372, -2.721864)  -0.510
O (2.031702, -0.375199, 0.102895)  -0.377
C (-1.021171, -0.224959, -0.458008)  -0.373
H (-0.376536, 0.645546, 1.181281)  0.343
H (-1.305732, -1.138786, -1.010517)  0.312
H (1.659754, -1.101978, 2.019699)  0.254

Atoms 1-6, force components in eV/Å:
0.2 -0.9 -0.7
-1.4 -1.3 2.3
0.3 0.4 -0.4
-0.6 -2.3 1.5
-0.8 1.7 2.8
-0.1 -0.6 -1.3

(3)
This record from OMol25 describes a cluster of 2 separate species, C3H10N2O3 in total in a non-equilibrium geometry. The level of theory is wB97M-V/def2-TZVPD.

Results
spin multiplicity: 1
gap between HOMO and LUMO: 10.107 eV
energy relative to the best compared isomer or geometry (same formula, charge and spin): 21.00 kcal per mole
E: -455.5381 Ha
highest occupied orbital energy: -9.46 eV
net charge: 0
SMILES string: NCC(=O)NCO.O

Each line ends with the Mulliken charge.
Geometry (Å):
O (-0.797408, 0.598931, -2.520419)  -0.544
C (-1.532642, -0.371062, -1.803235)  -0.448
H (1.345911, 0.042829, -0.565838)  0.343
H (1.181248, -2.041886, 1.462470)  0.221
O (1.680883, 2.217022, 1.845131)  -0.651
C (-0.434902, -0.341251, 0.438357)  0.504
H (2.337174, -0.858057, 1.305299)  0.273
O (-0.539768, -0.079379, 1.624908)  -0.643
H (0.981519, 2.871436, 1.894232)  0.311
H (-1.066606, -1.354615, -1.979296)  0.333
N (-1.512901, -0.104272, -0.370675)  -0.104
H (0.138444, 0.352891, -2.623249)  0.341
H (1.251202, 1.371508, 2.106550)  0.319
N (1.689753, -1.459452, 0.824430)  -0.556
H (-2.259802, 0.445619, 0.006398)  0.277
C (0.855818, -0.868443, -0.210978)  -0.539
H (-2.524620, -0.278437, -2.246744)  0.293
H (0.718885, -1.653567, -0.947270)  0.271

Atoms 1-6, force components in eV/Å:
0.7 0.3 -0.5
1.2 0.2 0.2
0.1 -0.3 -0.5
-0.1 0.1 0.3
-0.1 -0.9 0.2
-1.3 0.4 -0.2

(4)
This record from OMol25 describes the molecule C16H20ClN3S. The level of theory is wB97M-V/def2-TZVPD.

Results
spin multiplicity: 1
gap between HOMO and LUMO: 8.957 eV
energy relative to the best compared isomer or geometry (same formula, charge and spin): 0.00 kcal per mole
E: -1644.3758 Ha
highest occupied orbital energy: -8.46 eV
net charge: 0
SMILES string: Clc1nc(CN2CCCCC2)nc2sc3c(c12)CCCC3

Each line ends with the Mulliken charge.
Geometry (Å):
H (-3.813071, -2.779300, -2.051231)  0.319
H (-2.041621, -1.809153, 2.158023)  0.301
H (5.898566, 1.551507, 0.306023)  0.325
C (-3.941295, -0.204736, -1.142153)  -0.816
H (-3.130798, -3.770592, 0.087906)  0.396
C (-1.600376, -1.997012, 1.163717)  -0.873
H (5.078395, 3.866634, 0.910337)  0.358
C (3.412041, 0.830841, -0.766736)  0.782
C (-5.060903, -1.235146, -1.230349)  -0.700
H (-5.229908, -3.393659, -1.182813)  0.366
C (-3.596198, -2.781674, 0.077175)  -0.671
Cl (1.042459, 1.717981, 3.152675)  -0.195
H (-5.746823, -1.103450, -0.389594)  0.330
S (2.518657, -0.502759, -1.469207)  -0.354
C (5.429823, 2.207904, -0.429557)  -0.748
N (0.364207, -1.272702, -0.049605)  -0.499
C (4.500600, 3.184552, 0.285205)  -0.949
N (-0.192254, -0.201304, 1.964967)  -0.498
H (-3.292293, -0.298793, -2.013951)  0.316
H (-4.239324, -2.695227, 0.973834)  0.334
C (4.632878, 1.367620, -1.428089)  -0.557
H (-4.349162, 0.807479, -1.120286)  0.369
H (-3.737566, -0.298041, 1.010840)  0.290
C (0.837590, 0.603582, 1.858149)  0.650
H (-5.628766, -1.102681, -2.153060)  0.309
C (-0.404226, -1.107352, 1.009602)  0.485
C (1.390458, -0.454953, -0.159243)  0.063
C (2.882994, 1.293983, 0.393303)  -0.003
H (4.338062, 1.984653, -2.283216)  0.305
H (-2.287746, 0.272826, 0.156095)  0.365
N (-2.544243, -1.783192, 0.082325)  0.041
C (-4.449614, -2.630397, -1.178169)  -0.711
H (3.967704, 3.779789, -0.459165)  0.346
H (3.985795, 2.035909, 2.044366)  0.344
C (3.491780, 2.431840, 1.151744)  -0.660
C (-3.108981, -0.446792, 0.112183)  -0.471
H (6.219242, 2.748466, -0.953302)  0.327
H (5.238952, 0.546325, -1.816006)  0.401
H (2.707354, 3.110020, 1.490904)  0.463
C (1.718486, 0.561978, 0.775812)  -0.346
H (-1.260874, -3.034977, 1.110548)  0.467

Atoms 1-6, force components in eV/Å:
0.0 -0.1 0.0
0.1 -0.1 -0.1
0.1 0.0 0.0
-0.1 0.0 0.3
0.0 0.0 0.1
-0.2 -0.1 0.0